(1)
Molecular formula: C3H9O
Method: DFT, ωB97M-V/def2-TZVPD

Geometry as XYZ:
```
13
Properties=species:S:1:pos:R:3:forces:R:3
H -0.7087 -0.1075 1.7517 0.2095 -0.1685 -0.0763
O 0.8167 -1.4864 -0.4032 -0.0549 0.5550 -0.1342
H -1.8147 -0.1174 -0.6245 0.2705 -0.1225 0.2873
H -0.6706 0.1561 -1.9384 0.1181 0.3137 -0.4090
H -0.6578 1.5372 1.6646 0.2925 0.2879 -0.1232
C -0.9866 0.5077 -0.9724 -0.9559 -0.0197 0.2862
H 0.8902 0.6831 1.9858 0.2606 0.1077 -0.1015
C 0.1010 0.6413 -0.0376 0.9081 -0.8785 0.4677
H 0.5789 -2.0949 0.3027 0.2522 -0.2825 0.0042
H 1.6830 -1.7314 -0.7686 -0.2910 -0.0807 0.3079
H -1.4861 1.4932 -1.0056 0.3569 0.1334 -0.3381
C -0.0193 0.6748 1.4078 -1.2875 -0.2225 0.2112
H 1.1011 0.8365 -0.3998 -0.0791 0.3772 -0.3820
```
Forces are in eV/Å.

The strongest force on any atom is 1.35 eV Å⁻¹. As for the gap between HOMO and LUMO: 11.3 eV. As for the multiplicity: 1. The calculation puts the relative energy (zero: lowest compared OMol25 entry of this formula, charge and spin) at 0.0 kcal per mole. The molar mass is 61.1 Da. Its net charge is +1.

***

(2)
Molecular formula: C3H9O2
Method: DFT, ωB97M-V/def2-TZVPD

Geometry as XYZ:
```
14
Properties=species:S:1:pos:R:3:forces:R:3
H -1.0629 0.4555 -0.7670 0.8029 -1.5632 0.0194
O 0.3356 0.3625 1.3096 0.0743 1.3767 1.4878
H 1.1377 2.2023 1.8707 -0.2118 0.0275 0.3713
H -2.3614 -1.5498 -1.4317 -0.3095 0.0852 0.4430
C 0.4401 1.4066 2.2443 0.8098 -1.8807 -0.5964
C -0.6660 -0.6179 -0.8592 -0.2520 1.3517 -2.4675
H 0.8136 -0.0939 -2.4373 -0.0675 0.2682 0.0775
H 1.0400 -1.7195 -1.7638 -0.5450 0.7497 0.2617
H 1.4013 -0.3215 -0.6936 -0.2466 0.1141 -0.8529
H -0.5222 1.8990 2.4962 -0.0604 0.0882 0.0027
O -1.5155 -1.3346 -1.8114 0.1735 -0.1697 -0.2894
C 0.7305 -0.6669 -1.5165 0.2995 -0.6343 1.5570
H -0.6452 -1.0625 0.1011 -0.0798 -0.3718 0.8346
H 0.8742 1.0407 3.2584 -0.3873 0.5583 -0.8486
```
Forces are in eV/Å.

The strongest force on any atom is 2.82 eV Å⁻¹. As for the gap between HOMO and LUMO: 6.2 eV. As for the multiplicity: 1. The calculation puts the relative energy (zero: lowest compared OMol25 entry of this formula, charge and spin) at 35.7 kcal per mole. The molar mass is 77.1 Da. Its net charge is -1.

***

(3)
Molecular formula: C3H9O2
Method: DFT, ωB97M-V/def2-TZVPD

Geometry as XYZ:
```
14
Properties=species:S:1:pos:R:3:forces:R:3
H 1.7711 1.3258 -0.0456 0.6339 -0.2246 -0.0536
O -0.1800 -1.3646 0.1832 -0.3426 -0.7040 -0.3144
C 0.7292 1.2581 -0.2802 -1.4006 1.3768 -1.1087
H -0.4272 2.3271 -1.4632 0.2663 0.2610 0.0550
C -0.1451 1.3332 0.9725 0.7828 2.3916 -0.7468
H 0.0587 2.3426 1.5226 -0.5668 -1.8395 -1.0403
H 0.5808 -3.2067 -0.1135 0.5019 -0.3835 0.1032
H 0.4710 0.3787 -0.9305 0.5839 0.8168 0.8361
O 0.4477 2.4921 -1.0834 0.1176 -1.4025 0.4795
H -1.1611 -3.1995 0.4848 0.9574 0.7324 -0.9651
H -0.6670 -2.7872 -1.2902 0.3530 0.5599 1.9977
C -0.3558 -2.6713 -0.1459 -1.5819 -0.7758 -0.7840
H 0.0266 0.5206 1.6082 0.2780 -1.1071 1.0955
H -1.1489 1.2510 0.5812 -0.5828 0.2985 0.4459
```
Forces are in eV/Å.

The strongest force on any atom is 2.62 eV Å⁻¹. As for the expectation value of S²: 0.755. As for the gap between HOMO and LUMO (alpha / beta): 10.7 / 8.0 eV. As for the multiplicity: 2. The calculation puts the relative energy (zero: lowest compared OMol25 entry of this formula, charge and spin) at 24.4 kcal per mole. The molar mass is 77.1 Da. Its net charge is 0.

***

(4)
Molecular formula: C3H9O2PS
Method: DFT, ωB97M-V/def2-TZVPD

Geometry as XYZ:
```
16
Properties=species:S:1:pos:R:3:forces:R:3
P -0.1624 -0.9867 3.9120 -0.0456 -0.3314 0.6660
H 1.9362 1.4183 -0.0664 0.0326 -0.5406 -1.8254
H -0.2858 0.5723 0.0647 -0.7955 -0.7263 1.5419
H -0.3790 -2.3638 3.6616 0.2232 0.0153 -0.0771
C 1.4724 1.1440 -1.0837 -0.3554 -0.2171 1.5711
C -0.0157 1.0940 -0.7897 -0.1747 2.0047 -4.6501
H -2.0143 1.3215 -1.4375 0.8274 0.2613 -0.2077
H -0.8758 2.1255 -2.6206 0.7869 -0.4734 0.4599
H 1.7465 0.0996 -1.4233 0.3206 1.2810 0.5340
O -1.1252 -2.5778 -1.7327 0.8436 0.8272 0.3429
H -1.5413 -0.7783 3.8582 -0.4638 0.2294 0.2651
H -0.0856 -0.6537 2.5774 0.2888 0.0887 -0.8754
S -0.0223 -1.7429 -1.3007 -0.6821 -1.6114 -0.1081
O 0.6010 -2.0759 -0.0455 -0.2445 0.2804 -0.3893
C -0.9499 1.5294 -1.7016 -0.6262 -0.8000 2.3672
H 1.7012 1.8748 -1.8723 0.0648 -0.2880 0.3850
```
Forces are in eV/Å.

The strongest force on any atom is 5.07 eV Å⁻¹. As for the gap between HOMO and LUMO: 8.9 eV. As for the multiplicity: 1. The calculation puts the relative energy (zero: lowest compared OMol25 entry of this formula, charge and spin) at 81.0 kcal per mole. The molar mass is 140.1 Da. Its net charge is 0.

***

Values of electronic energy, in order: -194.62291; -270.12883; -270.05261; -1009.62954, all in Ha.